# C27H32F9NO8

A 4-piece molecular cluster, C27H32F9NO8 overall at a distorted geometry (ωB97M-V/def2-TZVPD, the Open Molecules 2025 dataset).

XYZ file:
```
77
Properties=species:S:1:pos:R:3:lowdin_charge:R:1
H 1.85 -2.71 1.00 0.05
N 2.25 -2.10 0.28 0.10
C 2.43 -0.94 0.74 -0.24
C 2.14 -0.57 2.18 -0.11
C 1.95 0.94 2.54 -0.36
C 1.72 0.95 4.02 -0.11
C 0.66 1.43 4.68 0.04
C 3.30 1.61 2.11 -0.01
C 3.00 2.29 0.77 -0.47
O 3.74 2.94 0.11 0.15
O 1.70 2.03 0.42 0.04
C 1.03 1.83 1.69 -0.24
C -0.49 1.71 1.62 -0.06
C -1.06 0.31 1.60 -0.22
C -0.67 -0.59 0.62 -0.06
C -1.20 -1.88 0.59 -0.08
C -2.13 -2.26 1.54 -0.08
C -2.54 -1.36 2.52 -0.09
C -2.00 -0.08 2.54 -0.04
H 2.86 -0.22 0.04 0.11
H 3.00 -0.89 2.76 0.13
H 1.29 -1.15 2.54 0.11
H 2.51 0.46 4.60 0.12
H 0.14 2.33 4.39 0.06
H 0.33 0.96 5.60 0.06
H 3.66 2.38 2.80 0.14
H 4.11 0.90 1.95 0.13
H 1.17 2.81 2.18 0.16
H -0.87 2.24 2.48 0.10
H -0.85 2.27 0.75 0.12
H 0.06 -0.27 -0.11 0.11
H -0.86 -2.56 -0.18 0.11
H -2.52 -3.27 1.51 0.10
H -3.28 -1.66 3.25 0.10
H -2.33 0.61 3.30 0.12
C -1.78 -6.64 6.65 -0.06
C -0.61 -6.11 5.86 -0.19
O -0.81 -4.73 5.47 0.03
C -0.63 -3.83 6.41 -0.40
O -0.32 -4.02 7.55 0.17
C -0.86 -2.42 5.83 -0.54
F -2.00 -2.36 5.13 0.16
F 0.14 -2.10 5.00 0.16
F -0.91 -1.51 6.79 0.17
H -2.71 -6.53 6.09 0.08
H -1.64 -7.70 6.87 0.08
H -1.90 -6.11 7.59 0.08
H -0.50 -6.65 4.93 0.12
H 0.33 -6.20 6.41 0.13
C -0.90 2.14 -3.33 -0.06
C -1.97 2.03 -2.28 -0.18
O -3.19 2.71 -2.67 0.04
C -3.94 2.08 -3.56 -0.40
O -3.74 1.02 -4.06 0.17
C -5.20 2.93 -3.86 -0.55
F -4.87 4.20 -4.12 0.17
F -6.02 2.92 -2.80 0.16
F -5.85 2.44 -4.90 0.17
H -0.71 3.19 -3.57 0.09
H 0.03 1.69 -2.98 0.08
H -1.20 1.64 -4.25 0.07
H -1.65 2.53 -1.36 0.11
H -2.19 0.99 -2.03 0.13
C 2.80 0.52 -9.36 -0.06
C 2.05 1.83 -9.29 -0.19
O 1.54 2.09 -7.96 0.03
C 2.43 2.50 -7.07 -0.40
O 3.60 2.70 -7.25 0.17
C 1.73 2.74 -5.72 -0.54
F 0.97 1.70 -5.38 0.15
F 0.95 3.82 -5.80 0.16
F 2.62 2.94 -4.75 0.18
H 2.17 -0.30 -9.02 0.08
H 3.11 0.33 -10.39 0.08
H 3.69 0.54 -8.74 0.08
H 1.16 1.80 -9.92 0.12
H 2.66 2.67 -9.61 0.13
```

LUMO energy (hartree): 0.0181
SMILES string: [H]/N=C\C[C@@]1(C=C)CC(=O)O[C@H]1Cc1ccccc1.CCOC(=O)C(F)(F)F.CCOC(=O)C(F)(F)F.CCOC(=O)C(F)(F)F
Gap between HOMO and LUMO (eV): 9.804


# C54H54F15GeO3PSSeW

C54H54F15GeO3PSSeW as an isolated structure at a distorted geometry (ωB97M-V/def2-TZVPD, the Open Molecules 2025 dataset).

XYZ file:
```
131
Properties=species:S:1:pos:R:3:lowdin_charge:R:1
W 0.41 -1.20 -0.66 1.60
C 1.82 -3.38 -1.80 -0.07
C 1.69 -2.29 -2.71 -0.11
C 0.33 -2.04 -2.92 -0.18
C -0.40 -2.87 -2.05 -0.23
C 0.56 -3.74 -1.40 -0.14
H 2.75 -3.81 -1.46 0.12
H 2.51 -1.80 -3.22 0.11
H -0.11 -1.39 -3.66 0.13
H -1.45 -3.10 -2.14 0.11
H 0.31 -4.52 -0.71 0.11
C 3.68 5.62 2.10 -0.05
C 3.77 4.87 0.77 -0.55
C 3.35 5.82 -0.36 -0.03
C 5.22 4.43 0.55 -0.04
C 2.85 3.65 0.73 -0.14
C 2.91 2.77 -0.34 -0.04
C 2.08 1.67 -0.35 -0.38
Se 2.14 0.47 -1.81 1.32
C 0.80 1.18 -2.96 -0.36
C 1.13 1.94 -4.06 -0.02
C 0.11 2.34 -4.93 -0.13
C -1.18 1.93 -4.63 0.08
C -1.55 1.16 -3.52 -0.07
C -0.50 0.79 -2.70 -0.28
O -0.66 -0.05 -1.59 -0.29
C -3.01 0.80 -3.23 -0.52
C -3.95 1.28 -4.33 -0.05
C -3.17 -0.72 -3.09 -0.03
C -3.42 1.49 -1.92 -0.02
C 0.45 3.19 -6.16 -0.56
C 1.02 4.53 -5.68 -0.03
C 1.50 2.46 -7.00 -0.04
C -0.78 3.45 -7.03 -0.05
C 1.18 1.38 0.68 -0.27
O 0.54 0.15 0.64 -0.37
C 1.04 2.29 1.74 -0.07
C 1.91 3.38 1.72 0.06
C -0.04 2.20 2.82 -0.53
C 0.03 0.88 3.59 -0.04
C -1.39 2.34 2.12 -0.02
C 0.07 3.34 3.83 -0.05
H 4.39 6.44 2.10 0.10
H 3.92 4.97 2.94 0.10
H 2.69 6.05 2.26 0.09
H 3.97 6.72 -0.34 0.10
H 2.31 6.13 -0.25 0.09
H 3.46 5.36 -1.34 0.08
H 5.88 5.31 0.58 0.10
H 5.37 3.95 -0.42 0.08
H 5.55 3.75 1.33 0.09
H 3.59 2.95 -1.17 0.11
H 2.16 2.22 -4.24 0.12
H -1.97 2.23 -5.30 0.09
H -3.72 0.82 -5.30 0.10
H -3.94 2.36 -4.45 0.09
H -4.97 0.99 -4.07 0.10
H -2.86 -1.23 -4.01 0.10
H -4.22 -0.95 -2.93 0.10
H -2.61 -1.13 -2.25 0.05
H -3.33 2.58 -2.02 0.10
H -2.80 1.18 -1.08 0.07
H -4.45 1.25 -1.69 0.10
H 1.95 4.40 -5.12 0.08
H 0.31 5.06 -5.05 0.10
H 1.24 5.17 -6.54 0.10
H 2.43 2.30 -6.45 0.08
H 1.74 3.05 -7.89 0.10
H 1.14 1.48 -7.34 0.10
H -1.53 4.03 -6.50 0.09
H -1.23 2.53 -7.39 0.09
H -0.48 4.03 -7.90 0.10
H 1.83 4.08 2.54 0.09
H -0.08 0.01 2.95 0.05
H -0.77 0.86 4.33 0.09
H 0.98 0.80 4.13 0.09
H -1.57 1.52 1.43 0.07
H -1.43 3.28 1.55 0.10
H -2.19 2.36 2.86 0.10
H 1.02 3.32 4.38 0.10
H -0.73 3.24 4.56 0.10
H -0.04 4.32 3.36 0.10
F -3.61 -3.20 4.80 0.11
C -3.92 -2.23 3.93 -0.22
C -3.16 -2.07 2.78 -0.13
C -3.58 -1.11 1.89 -0.20
F -2.93 -0.94 0.71 0.04
C -4.69 -0.31 2.14 -0.14
F -5.07 0.61 1.27 0.14
C -5.40 -0.47 3.32 -0.12
F -6.44 0.29 3.57 0.17
C -5.02 -1.45 4.23 -0.13
F -5.71 -1.62 5.34 0.16
Ge -1.75 -3.34 2.43 0.83
S 0.04 -2.62 1.30 0.44
C -2.70 -4.83 1.63 -0.13
C -3.10 -4.80 0.31 -0.21
F -2.79 -3.73 -0.46 0.05
C -3.85 -5.80 -0.27 -0.14
F -4.21 -5.72 -1.55 0.14
C -4.23 -6.89 0.49 -0.12
F -4.95 -7.85 -0.05 0.17
C -3.87 -6.95 1.83 -0.13
F -4.24 -7.99 2.56 0.16
C -3.11 -5.93 2.38 -0.21
F -2.80 -6.03 3.67 0.12
C -0.72 -3.89 3.97 -0.18
C -0.01 -5.07 3.93 -0.24
F -0.08 -5.87 2.86 0.10
C 0.82 -5.47 4.96 -0.13
F 1.50 -6.62 4.90 0.15
C 0.96 -4.66 6.07 -0.12
F 1.76 -5.02 7.07 0.16
C 0.29 -3.45 6.14 -0.13
F 0.44 -2.66 7.19 0.15
C -0.54 -3.08 5.09 -0.22
F -1.15 -1.90 5.18 0.10
C 2.98 -0.79 2.56 -0.14
P 3.38 -1.81 1.16 0.62
C 3.47 -3.50 1.70 -0.14
C 4.99 -1.34 0.56 -0.13
O 2.38 -1.60 0.02 -0.63
H 3.61 -1.04 3.41 0.08
H 1.93 -0.95 2.82 0.03
H 3.13 0.26 2.30 0.07
H 4.20 -3.58 2.51 0.08
H 3.78 -4.14 0.88 0.07
H 2.49 -3.81 2.05 0.03
H 5.74 -1.47 1.33 0.08
H 4.96 -0.29 0.26 0.06
H 5.25 -1.96 -0.30 0.07
```

LUMO energy (hartree): -0.2675
Net charge: +2
Gap between HOMO and LUMO (eV): 6.360


# C24H49F9Mn2N6O16S3

C24H49F9Mn2N6O16S3 as an isolated structure at a distorted geometry (ωB97M-V/def2-TZVPD, the Open Molecules 2025 dataset).

XYZ file:
```
109
Properties=species:S:1:pos:R:3:mulliken_spin:R:1
Mn -18.00 -5.02 -21.73 4.85
Mn -15.66 -4.10 -18.63 4.76
C -19.02 -7.24 -17.58 0.01
F -18.45 -8.08 -16.69 0.00
F -19.89 -7.93 -18.30 0.00
F -19.58 -6.27 -16.87 0.00
S -17.67 -6.60 -18.71 0.04
O -18.40 -6.04 -19.86 0.03
O -16.99 -5.51 -17.98 0.05
O -16.84 -7.76 -18.97 0.00
C -11.87 -1.47 -19.26 0.00
F -11.41 -2.63 -18.77 0.00
F -11.12 -0.43 -18.90 0.00
F -11.80 -1.56 -20.61 0.00
S -13.69 -1.24 -18.80 0.01
O -14.24 -2.60 -18.79 -0.01
O -13.62 -0.62 -17.46 0.00
O -14.28 -0.40 -19.82 0.00
C -19.61 -1.76 -18.84 0.01
F -19.47 -0.80 -17.96 0.00
F -19.97 -2.90 -18.22 0.00
F -20.57 -1.46 -19.71 0.00
S -18.04 -2.12 -19.81 0.02
O -17.61 -0.89 -20.40 0.01
O -17.13 -2.79 -18.90 0.06
O -18.42 -3.20 -20.73 0.03
C -14.73 -6.72 -21.65 0.02
C -14.74 -5.31 -21.11 -0.08
C -13.91 -4.31 -21.80 -0.03
O -16.04 -4.84 -20.78 0.04
H -13.70 -7.04 -21.84 0.00
H -15.19 -6.73 -22.65 0.00
H -15.27 -7.46 -21.06 0.01
H -14.28 -5.52 -20.12 0.06
H -14.40 -4.01 -22.75 0.01
H -12.90 -4.63 -22.07 0.00
H -13.83 -3.39 -21.21 0.00
C -13.55 -9.85 -26.62 0.00
O -14.16 -10.87 -26.44 0.00
N -12.81 -9.21 -25.67 0.00
C -11.68 -8.35 -25.93 0.00
C -12.88 -9.59 -24.30 0.00
H -13.42 -9.33 -27.59 0.00
H -11.69 -7.83 -26.90 0.00
H -10.73 -8.89 -25.85 0.00
H -11.67 -7.56 -25.18 0.00
H -11.98 -9.95 -23.78 0.00
H -13.20 -8.80 -23.60 0.00
H -13.68 -10.33 -24.18 0.00
C -9.64 -6.46 -20.23 0.00
O -9.97 -6.51 -19.06 0.00
N -10.11 -7.28 -21.19 0.00
C -9.51 -7.28 -22.52 0.00
C -11.23 -8.14 -20.89 0.00
H -9.00 -5.65 -20.61 0.00
H -10.22 -6.98 -23.30 0.00
H -8.98 -8.22 -22.66 0.00
H -8.79 -6.47 -22.53 0.00
H -11.99 -7.52 -20.40 0.00
H -11.75 -8.52 -21.77 0.00
H -11.03 -9.01 -20.26 0.00
C -12.91 -5.62 -17.30 0.01
O -13.79 -5.03 -17.90 0.03
N -12.87 -6.96 -17.09 0.00
C -11.96 -7.51 -16.10 0.00
C -13.75 -7.86 -17.77 0.00
H -12.02 -5.17 -16.85 0.00
H -11.51 -8.37 -16.61 0.00
H -12.52 -7.84 -15.22 0.00
H -11.22 -6.79 -15.75 0.00
H -14.50 -8.26 -17.08 0.00
H -14.25 -7.42 -18.63 0.01
H -13.25 -8.79 -18.09 0.00
C -17.64 -8.04 -23.14 0.00
O -17.68 -6.86 -22.75 0.01
N -18.21 -9.07 -22.55 0.01
C -17.87 -10.41 -23.02 0.00
C -18.98 -8.99 -21.35 0.00
H -17.03 -8.31 -24.01 0.00
H -17.16 -10.54 -23.83 0.00
H -18.78 -10.84 -23.47 0.00
H -17.67 -11.07 -22.18 0.00
H -18.46 -9.06 -20.39 0.00
H -19.41 -7.99 -21.29 0.00
H -19.75 -9.76 -21.23 0.00
C -15.38 -5.43 -27.47 0.00
O -16.57 -5.65 -27.65 0.00
N -14.67 -5.72 -26.38 0.00
C -13.51 -4.94 -26.00 0.00
C -15.26 -6.51 -25.32 -0.01
H -14.74 -4.93 -28.22 0.00
H -13.09 -4.31 -26.78 0.00
H -12.73 -5.56 -25.56 0.00
H -13.79 -4.29 -25.17 0.00
H -14.48 -7.10 -24.85 0.00
H -15.67 -5.84 -24.55 0.01
H -16.03 -7.17 -25.71 0.00
C -14.87 -1.14 -23.48 0.00
O -15.00 -0.48 -22.47 0.00
N -14.41 -0.64 -24.65 0.00
C -14.31 -1.52 -25.80 0.00
C -14.05 0.74 -24.76 0.00
H -15.27 -2.18 -23.53 0.00
H -14.76 -1.20 -26.74 0.00
H -14.74 -2.50 -25.57 0.00
H -13.26 -1.83 -25.87 0.00
H -13.41 0.91 -25.63 0.00
H -14.89 1.39 -25.02 0.00
H -13.58 1.22 -23.91 0.00
```

LUMO energy (alpha / beta) (hartree): -0.0245 / -0.0403
Spin multiplicity: 11
Gap between HOMO and LUMO (alpha / beta) (eV): 7.843 / 7.441


# CH7N6

CH7N6 as an isolated structure at a distorted geometry (ωB97M-V/def2-TZVPD, the Open Molecules 2025 dataset).

XYZ file:
```
14
Properties=species:S:1:pos:R:3:nbo_charge:R:1
C -0.41 -0.50 0.62 0.41
N 0.95 2.82 -1.81 -0.11
N -0.16 2.14 -2.08 -0.18
N 1.29 1.80 -1.01 -0.20
N 0.16 1.18 -1.23 -0.28
N 0.29 -0.63 1.77 -0.73
N -0.53 -1.48 -0.29 -0.72
H -1.13 0.34 0.67 0.25
H 1.75 1.73 -0.10 0.41
H 0.22 0.15 2.46 0.45
H 0.95 -1.37 1.88 0.42
H 0.19 -2.24 -0.16 0.43
H -0.68 2.08 -2.86 0.41
H -0.86 -1.07 -1.13 0.45
```

LUMO energy (hartree): -0.1419
Net charge: +1
Gap between HOMO and LUMO (eV): 9.128


# C3H10NO3S

A 2-piece molecular cluster, C3H10NO3S overall at a distorted geometry (ωB97M-V/def2-TZVPD, the Open Molecules 2025 dataset).

XYZ file:
```
18
Properties=species:S:1:pos:R:3:mulliken_spin:R:1
O 0.23 -1.73 -0.99 -0.09
C 0.29 -1.44 0.20 0.99
O 0.52 -2.36 1.16 -0.28
C -0.16 -0.12 0.77 0.25
C 0.89 0.80 1.36 0.12
S 0.26 2.45 1.75 0.06
N -0.88 0.50 -0.38 -0.06
H 0.73 -3.19 0.74 0.03
H -1.02 -0.35 1.45 0.39
H 1.21 0.40 2.32 0.00
H 1.77 0.89 0.73 -0.21
H -0.45 2.22 2.87 -0.02
H -0.34 0.92 -1.13 -0.03
H -1.55 -0.16 -0.84 0.01
H -1.53 1.20 -0.04 -0.15
H 0.65 0.00 -2.86 0.00
H -0.54 -0.40 -3.72 0.00
O -0.08 0.37 -3.38 -0.02
```

LUMO energy (alpha / beta) (hartree): 0.0190 / 0.0125
Spin multiplicity: 2
Gap between HOMO and LUMO (alpha / beta) (eV): 4.047 / 9.975


# C5H11NO2

A 2-piece molecular cluster, C5H11NO2 overall at a distorted geometry (ωB97M-V/def2-TZVPD, the Open Molecules 2025 dataset).

XYZ file:
```
19
Properties=species:S:1:pos:R:3:nbo_charge:R:1
C -0.42 0.10 -1.24 -0.15
N -1.18 -0.82 -0.47 -0.64
C -1.83 -0.29 0.68 0.11
O -3.00 0.36 0.37 -0.77
C 1.16 -0.36 -1.27 -0.54
C 2.17 0.47 -0.60 -0.09
C 2.28 0.53 0.80 0.20
O 1.55 -0.15 1.60 -0.70
H -0.36 1.08 -0.84 0.22
H -0.59 0.11 -2.34 0.19
H -1.63 -1.59 -0.86 0.38
H -2.04 -1.11 1.41 0.16
H -1.13 0.38 1.23 0.16
H -3.62 0.73 0.97 0.49
H 1.37 -0.71 -2.32 0.22
H 1.01 -1.30 -0.70 0.28
H 2.99 0.92 -1.26 0.22
H 0.65 1.64 0.63 0.08
H 3.00 1.27 1.35 0.16
```

LUMO energy (hartree): -0.0705
Gap between HOMO and LUMO (eV): 6.382


# C8H4NO5SV

C8H4NO5SV as an isolated structure at a distorted geometry (ωB97M-V/def2-TZVPD, the Open Molecules 2025 dataset).

XYZ file:
```
20
Properties=species:S:1:pos:R:3:mulliken_spin:R:1
O -0.13 5.11 -0.07 0.00
C -0.10 4.08 -0.57 0.00
V -0.08 -0.85 -1.40 2.83
C -0.05 -2.71 -1.03 -0.06
O -0.06 -3.88 -1.08 0.18
C -0.08 -1.38 -3.37 -0.06
O -0.13 -1.42 -4.52 0.09
C 1.71 -0.10 -1.14 -0.05
O 2.72 0.46 -0.89 0.10
C -1.84 -0.06 -1.09 -0.04
O -2.84 0.52 -0.88 0.11
H 0.00 0.48 -2.07 -0.10
S -0.99 0.12 3.45 0.00
C 0.75 0.12 3.22 0.00
C 1.05 -0.05 1.88 0.01
N -0.08 -0.26 1.05 -0.03
C -1.20 -0.15 1.75 0.02
H 1.50 0.23 3.99 0.00
H 2.06 -0.03 1.46 -0.01
H -2.21 -0.22 1.33 -0.01
```

LUMO energy (alpha / beta) (hartree): -0.1701 / -0.2168
Spin multiplicity: 4
Net charge: +1
Gap between HOMO and LUMO (alpha / beta) (eV): 8.907 / 7.660


# C10H14MnN2P

C10H14MnN2P as an isolated structure at a distorted geometry (ωB97M-V/def2-TZVPD, the Open Molecules 2025 dataset).

XYZ file:
```
28
Properties=species:S:1:pos:R:3:mulliken_spin:R:1
C 1.37 -1.83 -2.26 -0.09
C 2.07 -2.52 -1.22 0.04
C 1.15 -2.99 -0.24 0.01
C -0.15 -2.75 -0.70 0.04
C -0.09 -2.05 -1.98 0.02
Mn -0.16 0.21 -1.65 4.09
P 0.66 1.67 -3.31 -0.06
H 1.75 -1.49 -3.24 -0.01
H 3.14 -2.76 -1.19 0.00
H 1.43 -3.63 0.62 0.00
H -0.88 -2.03 -2.76 0.00
H -1.07 -3.08 -0.22 0.00
H -0.43 1.56 -4.24 0.00
H 1.91 1.35 -3.94 -0.06
H 0.70 2.96 -2.69 0.00
N -1.54 2.24 3.95 0.00
C -1.07 1.62 2.85 -0.01
C -0.70 2.42 1.74 0.01
C -0.31 1.79 0.57 0.04
N -0.30 0.44 0.46 0.07
C -0.57 -0.33 1.53 -0.01
C -0.96 0.21 2.75 0.01
H -1.60 3.24 3.99 0.00
H -1.82 1.74 4.78 0.00
H -0.78 3.50 1.78 0.00
H -0.03 2.33 -0.34 -0.11
H -0.49 -1.41 1.39 -0.01
H -1.25 -0.44 3.57 0.00
```

LUMO energy (alpha / beta) (hartree): 0.0154 / 0.0188
Spin multiplicity: 5
Gap between HOMO and LUMO (alpha / beta) (eV): 7.021 / 5.288